(1)
C44H41ErF2N10S | ωB97M-V with the def2-TZVPD basis set

XYZ file:
```
99
Properties=species:S:1:pos:R:3:forces:R:3:mulliken_charge:R:1
C -2.38192 -5.40274 1.02302 0.0 -0.1 0.0 -0.907
N -2.70037 -1.04880 -2.30334 0.1 0.0 -0.1 -0.025
C 3.50034 -1.35803 -0.92125 0.3 0.1 0.0 -0.701
C -2.53700 1.57130 0.60703 -0.1 0.2 0.0 1.042
C -2.87488 0.67906 3.23988 0.0 0.0 -0.1 -0.984
H -3.04449 -1.20357 0.82001 0.0 0.0 -0.1 0.467
N 1.05438 1.26739 -2.52241 -0.1 0.1 -0.1 0.288
H -2.07826 -0.98074 -3.09081 0.0 0.0 -0.1 -0.112
C -1.95774 -4.16686 -1.34061 0.0 0.0 0.0 -0.263
C 3.02266 3.75710 4.02053 0.0 0.0 0.0 -0.850
H -1.72468 -3.65614 -2.26907 0.0 0.0 0.0 0.396
C 5.05743 0.46315 -0.98809 0.0 0.0 0.0 -1.053
H 2.41973 2.57089 0.71919 0.1 0.1 0.0 0.088
C -1.47737 0.96443 1.28126 0.3 0.0 -0.1 -0.673
C 2.24779 2.98819 3.16268 0.0 0.0 0.0 -0.011
H -4.90118 1.38704 3.05730 0.1 0.0 0.0 0.397
C 1.61030 5.64492 3.58439 0.0 0.0 0.0 -0.725
H 3.30227 5.69542 4.90607 0.0 0.0 0.0 0.396
C -3.75677 1.71910 1.27089 0.0 0.0 -0.1 -0.612
N -0.20582 0.77190 0.62801 0.0 -0.4 0.1 1.226
C 2.84408 0.74790 -0.12620 0.0 0.3 0.2 -0.029
H -1.30212 5.09265 2.36633 0.1 0.0 0.0 0.306
H 1.70396 -6.01454 -2.82490 0.0 0.0 0.0 0.261
C 4.76947 -0.87210 -1.22135 -0.1 0.0 0.0 -1.302
C 0.44055 0.49670 -3.41673 0.1 -0.1 0.1 0.021
N 1.14190 -5.32325 -3.28942 0.1 0.1 0.1 -0.498
H 1.25138 3.16110 -1.73693 0.0 -0.1 -0.1 0.305
H -3.46504 -6.88379 -0.07476 0.0 0.0 0.0 0.404
C 0.42482 -2.38984 4.20785 0.0 0.0 0.0 0.670
C -0.53415 0.98031 -4.28478 -0.1 0.1 -0.1 -0.369
H -0.82273 0.07158 3.10383 0.0 0.0 0.0 0.571
H 5.42191 2.98490 -0.57000 0.0 0.0 0.0 0.403
H 3.72648 3.43253 -0.67727 0.0 0.0 0.0 0.269
H 1.35374 6.68559 3.75283 0.0 0.0 0.0 0.380
H 1.28571 -1.09067 2.77350 0.0 0.0 0.0 0.394
C -0.85469 2.32641 -4.24055 -0.1 0.0 0.0 -0.611
C 0.73627 2.56305 -2.48816 0.0 -0.2 0.1 -0.118
H 6.03401 0.86936 -1.23055 0.0 0.0 0.0 0.341
N 0.33736 2.82140 1.61187 0.2 0.0 0.1 0.317
H -4.60651 -1.25573 -3.20460 0.1 0.0 0.1 0.544
H -2.04376 3.08712 -0.84930 0.0 -0.1 0.0 0.379
H -1.65956 1.44272 -1.34703 0.0 0.0 0.0 -0.662
H -0.60872 -3.77062 5.50424 0.0 0.0 0.0 0.520
C -2.38650 2.04740 -0.80921 0.0 0.1 0.0 -0.698
C -3.20625 -1.17159 -0.24946 -0.2 -0.1 0.0 -0.152
C 0.90518 -0.91809 -3.61986 -0.2 0.3 0.0 0.176
C -1.65297 -4.21152 0.95074 0.1 0.1 0.2 -0.005
C 1.07028 -4.09472 -2.66176 0.0 -0.2 -0.1 0.732
H 3.30801 -2.40222 -1.11891 0.0 -0.1 -0.1 0.229
C -0.14000 -2.44667 1.86698 0.3 0.1 -0.5 1.020
C -2.90548 -5.95720 -0.13071 0.0 0.0 0.1 -0.729
C -1.15093 -3.94719 3.43353 0.0 -0.1 0.0 0.549
S 1.43585 -4.09538 -0.96911 -0.1 0.4 -0.2 -0.522
H 2.12678 -0.19820 -5.22299 0.0 0.0 0.0 0.443
H 2.47568 1.93739 3.02093 0.0 0.1 0.0 0.504
H -5.40389 -1.42558 -0.57285 0.1 0.0 0.0 0.517
C -1.65454 0.53670 2.59623 0.0 0.0 0.1 -0.589
C -0.35548 5.50712 2.00109 0.0 0.0 0.0 -1.427
F -2.02302 -4.93545 3.75570 -0.1 -0.1 0.1 -0.368
N 0.74748 -3.12469 -3.47577 -0.3 0.1 0.3 -1.294
H 1.45253 -1.84489 -5.45930 0.0 0.0 0.0 0.376
H -1.60309 2.73269 -4.90978 0.0 0.0 0.0 0.437
H -2.99021 0.32444 4.25795 0.0 0.0 -0.1 0.462
C -0.99568 -3.53284 2.11422 -0.2 -0.2 -0.1 -0.217
H -0.39894 4.20368 -3.27801 0.0 0.0 0.0 0.477
C 0.58291 -1.90733 2.92703 0.1 0.1 0.1 -0.881
N 0.41140 -1.88152 -2.93572 0.4 -0.4 0.2 0.912
H -1.00155 0.31234 -5.00224 0.0 0.1 0.0 0.532
H 3.86315 3.30190 4.53281 -0.1 0.0 0.0 0.435
C 2.47440 -0.57203 -0.37186 -0.1 0.0 0.2 0.449
N -1.45646 -3.62304 -0.23400 0.1 0.2 -0.1 0.908
C 2.70574 5.09092 4.23411 0.0 0.0 0.0 -0.728
H -2.52218 -5.90101 1.96669 0.0 0.0 0.0 0.622
F 1.13483 -1.85076 5.22087 0.1 0.0 0.1 -0.382
H -0.65393 2.92547 1.75293 0.0 0.0 0.1 0.472
H 4.43815 3.01209 0.88347 0.0 0.0 0.0 0.331
H -3.07813 -5.73353 -2.27775 0.0 0.0 0.0 0.466
N -2.17766 -1.02228 -1.07080 0.2 0.0 0.1 1.000
C 0.68794 1.68442 0.89851 0.0 0.0 0.1 -0.842
C -4.40928 -1.29087 -0.96689 0.0 0.0 0.1 -1.423
C -0.45986 -3.40330 4.49805 -0.1 -0.1 0.0 -1.019
H 1.22057 -5.28511 -4.29335 0.0 0.0 0.0 0.255
C 4.10000 1.29828 -0.43246 0.0 0.0 0.0 1.257
H -0.31599 5.31566 0.92541 0.0 0.0 0.0 0.248
C 4.43099 2.75405 -0.18228 0.0 -0.1 0.0 -1.526
H -3.34313 1.99509 -1.33241 0.0 0.0 0.0 0.546
H -0.39028 6.58408 2.15896 0.0 0.0 0.0 0.419
C 0.83145 4.90255 2.70456 0.0 0.1 0.0 0.531
C -4.03508 -1.20960 -2.28933 0.0 0.0 0.0 -0.668
C 1.16810 3.56265 2.49266 -0.1 -0.1 -0.1 0.086
C -3.93886 1.27453 2.57106 0.1 0.0 0.0 -0.931
C -2.69809 -5.33029 -1.34844 0.0 0.0 0.0 -1.203
Er 0.27213 -1.56606 -0.35694 -0.6 -0.1 0.0 0.343
N 1.97077 1.70254 0.49171 -0.2 -0.2 -0.2 1.261
C -0.19317 3.14250 -3.33599 0.0 0.0 0.0 -0.986
H 2.77149 -1.59667 -4.32975 0.0 0.0 0.0 0.308
C 1.86742 -1.13858 -4.73723 0.1 0.1 -0.1 -1.524
H -4.58547 2.17405 0.73601 0.0 0.0 0.0 0.487
H 5.52406 -1.53017 -1.63967 0.0 0.0 0.0 0.444
```
Positions in Å, forces in eV/Å.

Calculated values
* lowest unoccupied orbital energy (alpha / beta): 0.3 / 0.3 eV
* electronic energy: -105087.775 eV
* F_max: 0.013 Eh/bohr
* spin multiplicity: 4
* molecular weight: 947.20 g/mol
* ⟨S²⟩: 3.75
* frontier orbital gap (alpha / beta): 7.7 / 7.8 eV
* charge: 0

(2)
C44H42As4N2O8S2V | ωB97M-V with the def2-TZVPD basis set

XYZ file:
```
103
Properties=species:S:1:pos:R:3:forces:R:3:mulliken_charge:R:1
C -2.02237 -4.19932 -0.87377 0.1 -0.5 0.2 -0.776
H 6.87793 0.93398 -3.80667 0.1 0.0 0.0 0.383
C 3.71143 -0.22132 -3.97267 -0.3 -0.2 0.0 -1.025
C 1.14703 -3.92852 -3.50477 0.1 0.0 0.0 -0.756
H -0.01347 -2.81982 6.01443 0.1 0.0 0.0 0.397
H 2.84643 5.05698 3.70453 0.0 0.0 0.1 0.367
H -3.44697 4.57188 -3.79297 0.0 0.0 -0.1 0.435
C -1.44967 -1.89172 -1.17187 0.3 -0.8 0.2 2.802
H 6.09203 1.64288 -1.58117 0.0 0.0 0.1 0.453
O -4.47067 -3.33272 3.02433 0.2 0.3 0.1 -0.216
H -2.27397 0.02698 4.17363 0.1 0.0 -0.1 0.369
O -2.86677 -4.81302 3.53413 -0.2 0.3 -0.2 -0.571
H -5.30317 -0.83972 -0.46047 -0.1 -0.2 0.0 0.333
H 3.52183 -3.51492 1.02583 -0.1 0.1 0.1 0.451
C -1.19337 5.30528 -0.75967 0.3 -0.2 0.2 -0.502
C 1.19983 3.86338 3.03263 0.0 0.1 0.1 -0.510
N -4.11967 -2.74862 -3.22007 -0.3 0.0 -0.2 -0.730
H 3.39493 2.05768 2.37863 0.0 -0.1 0.0 0.074
H -0.26297 -4.94202 -4.75517 -0.1 0.0 0.0 0.394
C -0.59387 -2.82502 -4.73447 0.0 0.0 -0.1 -0.637
H 2.30613 2.71638 -2.05997 -0.2 0.1 0.0 0.388
C -3.28097 -2.85062 -2.43847 -0.5 0.1 -0.4 -0.555
H 4.35053 0.98498 3.44873 0.0 0.0 -0.1 0.267
O -4.28667 -2.20152 0.70953 0.4 -0.1 0.1 -0.020
O 2.53613 0.27488 3.00113 -1.5 -0.4 -0.8 -0.270
C 1.56483 -2.70722 -3.01037 0.2 0.3 0.1 -0.263
C -1.18697 4.03688 -1.33087 0.0 -0.2 0.1 0.573
C 2.05873 -2.26852 3.63343 0.6 -0.2 0.7 -0.252
C -2.02047 3.77308 -2.41477 0.1 -0.3 0.1 -0.427
C -2.77457 6.05058 -2.40107 0.0 0.1 0.0 -0.516
H 2.54873 4.52988 -0.53567 0.0 0.0 0.1 0.403
H 1.12363 3.78338 -2.86957 0.0 -0.3 0.2 0.682
C 3.66903 1.02348 2.60123 0.7 0.4 -0.3 -0.580
H -1.02857 1.29448 4.01473 -0.1 0.0 -0.1 0.329
H -1.44487 -2.86862 -5.39617 -0.1 0.0 -0.1 0.457
C 2.17553 4.34758 0.46833 -0.2 -0.1 -0.3 -0.455
O 1.56923 0.62148 0.98253 0.9 -0.2 1.1 1.255
C -1.98347 6.30918 -1.29507 0.0 0.0 0.0 -0.748
H -5.60517 -2.57692 -0.78097 0.0 0.1 0.1 0.294
H -0.15097 1.65618 -3.55977 0.2 -0.1 -0.1 0.353
C 0.06423 -3.98732 -4.36917 0.0 0.0 0.0 -0.490
C 0.45553 -0.73952 2.55543 -0.3 -0.7 0.6 0.539
C -5.45127 -4.30522 3.36403 -0.1 -0.4 0.2 -0.852
C 5.42603 1.11108 -2.24537 0.1 0.0 0.0 -0.842
H -2.05227 2.77198 -2.83757 -0.1 0.1 0.0 0.284
S -1.74617 -0.27762 -1.67047 -0.6 0.5 -0.5 -0.697
C -2.36987 -1.63612 1.99183 0.4 -0.6 0.5 -1.196
H 3.69803 5.49808 1.44413 0.1 0.0 0.0 0.405
C 0.55373 3.34108 1.92803 -0.4 -0.2 -0.1 -0.439
C 2.71933 -2.89132 1.41963 -0.3 -0.2 -0.7 -0.212
As -1.22827 -0.07102 1.83373 -0.2 -0.2 1.1 1.973
C -0.18787 -1.60002 -4.22697 0.1 0.3 0.0 -0.310
C 5.86613 0.71718 -3.49707 0.1 0.1 0.0 -0.597
V 0.03863 0.24598 -0.28907 -0.8 1.1 0.5 -1.782
H 4.13433 0.57098 1.72163 0.0 0.0 0.1 0.283
C 1.55063 0.10468 2.11393 1.3 0.4 0.5 -0.453
H -0.34927 2.73048 2.04193 0.3 0.2 0.1 0.390
As 0.07473 2.63728 -0.77457 0.4 1.3 -0.7 1.367
C -2.19027 -2.71062 2.76943 0.3 0.7 -0.5 1.099
C 2.81603 4.88768 1.57323 0.1 0.0 0.1 -0.632
C 0.69643 -1.91502 3.15423 -0.2 0.7 -0.2 0.143
O 2.28933 -2.22462 4.81683 -0.1 0.0 -0.3 -0.590
C 3.26173 0.15848 -2.70977 -0.1 0.0 0.2 0.426
H 2.70183 -1.94142 0.86713 0.0 -0.2 0.1 -0.035
As 1.34613 0.01728 -2.28327 1.0 0.2 -2.0 1.586
H -6.40047 -3.77722 3.41963 0.1 0.0 0.0 0.270
C 0.91883 1.64718 -3.31937 -0.1 0.1 -0.2 -0.904
C -2.24697 -2.96822 -1.50617 0.6 0.6 0.2 0.505
H -5.49587 -5.07542 2.59223 0.0 0.0 0.1 0.330
H -1.67007 -3.42932 5.88083 0.0 -0.1 -0.1 0.369
H -5.20337 -4.76882 4.32173 -0.1 0.0 -0.1 0.328
H 1.65333 -4.83342 -3.20247 0.0 -0.1 0.0 0.407
As -0.53957 -3.37142 3.59383 -0.1 0.0 0.1 0.515
S -0.05817 -2.08432 -0.17237 -0.3 -1.4 0.1 -0.149
C 1.25723 2.80748 -2.37977 0.1 0.3 0.0 -1.223
H 1.76673 -3.41482 1.28123 0.2 0.1 0.0 0.324
C -0.93307 -2.76312 5.43723 0.1 0.0 0.0 -1.058
O 3.01173 -2.68562 2.78853 0.1 0.1 0.5 -0.415
H 3.02213 -0.73402 -4.64047 0.2 0.1 0.0 0.405
C 1.03413 3.57258 0.63963 0.0 -0.2 0.1 0.228
H -3.36247 6.84298 -2.84047 -0.1 0.0 0.0 0.381
H -1.97617 7.29538 -0.85397 0.0 0.1 0.0 0.413
C 4.12843 0.82448 -1.85027 -0.3 -0.1 0.2 0.113
H 1.50253 1.69528 -4.25097 -0.2 -0.1 0.3 0.563
H -0.56267 5.50108 0.10263 -0.1 0.1 -0.1 0.355
H 0.83033 3.66798 4.03143 0.0 0.0 0.0 0.414
H 3.77043 1.11478 -0.86587 0.1 0.1 0.0 0.479
C 0.89753 -1.53242 -3.36277 0.1 -0.2 0.2 0.034
N -1.81867 -5.17342 -0.29697 0.0 -0.3 0.1 -0.714
C -2.80597 4.77888 -2.94897 -0.1 0.0 -0.1 -0.752
C -5.45227 -1.82332 -0.01147 -0.4 0.3 -0.3 -0.896
H -6.30267 -1.79442 0.67433 0.1 0.0 0.0 0.289
C -1.86217 0.79458 3.51523 -0.1 0.2 -0.3 -1.297
O -3.78867 -0.03872 1.09823 -0.1 -0.6 0.3 -0.709
C -3.57097 -1.23542 1.24333 -0.8 0.6 -0.4 0.250
H 5.35723 -0.24652 -5.34157 0.0 0.0 0.0 0.417
H -1.30317 -1.73922 5.44923 0.0 0.0 -0.1 0.297
C -3.20327 -3.72902 3.10153 -0.5 -0.8 0.4 -0.178
C 5.01003 0.05108 -4.36157 0.0 0.0 0.0 -0.703
H -2.65207 1.51468 3.28353 0.2 -0.1 0.0 0.384
H -0.73007 -0.69512 -4.48807 0.0 -0.1 0.0 0.281
C 2.33433 4.64188 2.84933 0.1 0.0 0.1 -0.742
H 2.41233 -2.64042 -2.32277 -0.2 -0.2 -0.2 0.367
```
Positions in Å, forces in eV/Å.

Calculated values
* lowest unoccupied orbital energy (alpha / beta): -0.8 / -0.7 eV
* electronic energy: -356379.497 eV
* F_max: 0.043 Eh/bohr
* spin multiplicity: 2
* molecular weight: 1141.59 g/mol
* ⟨S²⟩: 0.76
* frontier orbital gap (alpha / beta): 6.2 / 5.8 eV
* energy above the lowest of the compared OMol25 structures with the same formula, charge and spin: 0.0000 eV
* charge: 0